Record 1
Density functional theory data (ωB97M-V/def2-TZVPD) for an isolated molecule of C5H5NS2 in a non-equilibrium geometry.

Cartesian coordinates (Å):
C 1.04734 1.24053 -0.31534
N 0.20668 0.08422 -0.09213
C -0.14241 -0.97533 -0.78571
S 0.68486 -1.55987 -2.08232
C -1.26607 -1.63957 -0.14563
C -1.49839 -1.12677 1.04676
C -0.82665 0.07639 1.18718
S -0.69381 1.30736 2.30864
H 2.10647 0.90490 -0.54634
H 0.77348 1.86836 -1.22620
H 0.88841 1.90315 0.58464
H -1.70227 -2.59437 -0.53384
H -2.36224 -1.43188 1.63393

Summary:
SMILES string ... CN1C(=S)C=CC1=S
Highest occupied orbital energy ... -8.79 eV
Total charge ... 0
E ... -1044.591569 Ha
2S+1 ... 1
E_LUMO ... -0.0756 hartree

Atom charges from the natural (NBO) analysis, given in e for atoms 1 to 8: -0.4412 -0.4120 0.0369 -0.0672 -0.1085 -0.3235 0.0719 0.0524

Record 2
Density functional theory data (ωB97M-V/def2-TZVPD) for an isolated molecule of C5H5NS2 in a non-equilibrium geometry.

Cartesian coordinates (Å):
C -0.05570 1.15683 -0.79032
C 0.28241 0.18962 0.04214
C 1.63761 0.01237 0.74674
C 2.10817 -1.20401 -0.09652
N 2.21194 -2.37492 -0.61644
S -0.88402 -1.22962 0.06561
C -2.42700 -0.35557 0.29034
S -3.94042 -1.00123 -0.11070
H 0.61953 2.07616 -1.08688
H -0.94081 1.19145 -1.28067
H 2.32391 0.89317 0.62701
H 1.46737 -0.16055 1.79826
H -2.40300 0.80629 0.41143

Summary:
SMILES string ... C=C(CC#N)SC=S
Highest occupied orbital energy ... -8.91 eV
Total charge ... 0
E ... -1044.519952 Ha
2S+1 ... 1
E_LUMO ... -0.0245 hartree

Atom charges from the natural (NBO) analysis, given in e for atoms 1 to 8: -0.3565 -0.1442 -0.5149 0.2544 -0.2935 0.3626 -0.4944 0.0137

Record 3
Density functional theory data (ωB97M-V/def2-TZVPD) for an isolated molecule of C5H5O2P in a non-equilibrium geometry.

Cartesian coordinates (Å):
C 0.80053 -0.41235 0.54482
C 0.18005 -0.49733 -0.82911
C 0.61796 1.07849 0.71527
C -0.37163 0.66584 -1.24818
C 0.02235 1.67712 -0.29512
O -0.24988 -2.97924 0.66714
O -1.89303 -1.03385 1.19319
P -0.59660 -1.55643 0.77894
H 1.79807 -0.70367 0.58894
H 0.06517 -1.41880 -1.34787
H 1.03491 1.63837 1.60088
H -0.95386 0.89969 -2.09071
H -0.45406 2.64216 -0.27819

Summary:
Highest occupied orbital energy ... -9.99 eV
Total charge ... 0
E ... -685.331196 Ha
2S+1 ... 1
E_LUMO ... -0.0187 hartree

Atom charges from the natural (NBO) analysis, given in e for atoms 1 to 8: -0.6377 -0.3757 -0.1119 -0.1002 -0.2476 -1.0199 -1.0125 2.2612

Record 4
Density functional theory data (ωB97M-V/def2-TZVPD) for an isolated ion of composition C5H5S2 and charge -1 in a non-equilibrium geometry.

Cartesian coordinates (Å):
C -0.24831 -0.09046 0.56160
C 0.62308 0.45156 -0.54593
C 2.00839 0.17328 -0.26402
C 3.31253 0.44663 0.00602
S 4.34300 1.66052 0.19305
C 2.87598 -0.88753 -0.16450
S 3.28956 -2.46397 -0.07018
H 0.22238 -1.08714 0.64925
H -1.25672 -0.01766 0.28253
H -0.18060 0.44056 1.61052
H 0.50803 1.50536 -0.76680
H 0.25438 -0.06223 -1.44884

Summary:
SMILES string ... CCc1c([S-])c1=S
Highest occupied orbital energy ... -3.32 eV
Total charge ... -1
E ... -989.884335 Ha
2S+1 ... 1
E_LUMO ... 0.1334 hartree

Atom charges from the natural (NBO) analysis, given in e for atoms 1 to 8: -0.5935 -0.4350 -0.0681 -0.1226 -0.3414 -0.1184 -0.3574 0.2349

Record 5
Density functional theory data (ωB97M-V/def2-TZVPD) for an isolated molecule of C5H6 in a non-equilibrium geometry.

Cartesian coordinates (Å):
C -2.55860 -0.06347 -0.14314
C -1.34029 0.00467 0.06444
C 0.02312 -0.00362 0.54211
C 1.17006 -0.77066 -0.21640
C 1.01860 0.73953 -0.22945
H -3.62126 -0.02060 -0.23378
H 0.25367 -0.01505 1.62094
H 1.96371 -1.02589 0.43844
H 0.78850 -1.49501 -0.96809
H 0.55723 1.21097 -1.10975
H 1.74527 1.43914 0.23468

Summary:
SMILES string ... C#CC1CC1
Highest occupied orbital energy ... -9.33 eV
Total charge ... 0
E ... -193.998238 Ha
2S+1 ... 1
E_LUMO ... 0.0429 hartree

Atom charges from the natural (NBO) analysis, given in e for atoms 1 to 8: -0.2355 -0.0159 -0.3222 -0.4003 -0.3977 0.2376 0.2381 0.2147

Record 6
Density functional theory data (ωB97M-V/def2-TZVPD) for a 2-piece molecular cluster, C5H6 overall in a non-equilibrium geometry.

Cartesian coordinates (Å):
C 0.85194 0.44222 1.85801
C 1.23098 0.58867 0.65373
C 1.36398 0.87615 -0.57691
H 0.15548 1.02167 2.41156
H 1.35592 -0.29410 2.46673
H 0.87359 0.33531 -1.41969
H 2.09183 1.50967 -0.84493
C -2.11150 -1.67069 -1.88920
C -2.02645 -0.93634 -0.93380
H -2.22320 -2.44931 -2.52504
H -2.07589 -0.39414 -0.06864

Summary:
SMILES string ... C=C=C.C#C
Highest occupied orbital energy ... -10.01 eV
Total charge ... 0
E ... -193.944426 Ha
2S+1 ... 1
E_LUMO ... 0.0390 hartree

Atom charges from the natural (NBO) analysis, given in e for atoms 1 to 8: -0.5046 0.1067 -0.4801 0.2224 0.2151 0.2308 0.2098 -0.2262

Record 7
Density functional theory data (ωB97M-V/def2-TZVPD) for an isolated ion of composition C5H6Br2N3 and charge +1 in a non-equilibrium geometry.

Cartesian coordinates (Å):
C 3.17061 -0.02755 -0.25593
C 1.58985 -0.11314 -0.37596
Br 0.81547 -1.29977 -1.77500
C 0.71874 0.61985 0.47815
Br 1.35198 1.86421 1.87291
N -0.73504 0.40706 0.23788
C -1.60388 1.13753 -0.61306
N -2.81518 0.40649 -0.42114
C -2.57344 -0.69390 0.50232
N -1.21506 -0.66229 0.91177
H 3.55120 0.98201 -0.60941
H 3.62917 -0.80576 -0.96751
H 3.46086 -0.29022 0.81448
H -1.34759 2.02780 -1.25898
H -3.71197 0.60227 -0.87914
H -3.27886 -1.49704 0.86631

Summary:
SMILES string ... C/C(Br)=C(\Br)n1c[nH+]cn1
Highest occupied orbital energy ... -13.05 eV
Total charge ... +1
E ... -5506.071224 Ha
2S+1 ... 1
E_LUMO ... -0.1629 hartree

Atom charges from the natural (NBO) analysis, given in e for atoms 1 to 8: -0.6848 0.0120 0.0979 -0.0428 0.1644 -0.1819 0.2536 -0.5002

Record 8
Density functional theory data (ωB97M-V/def2-TZVPD) for a 2-piece molecular cluster, C5H6BrClN2O2S overall in a non-equilibrium geometry.

Cartesian coordinates (Å):
N -1.48465 2.15041 1.01062
S -0.92315 1.36405 -0.40094
O 0.05469 2.21943 -1.06623
O -2.10385 1.10974 -1.20407
C -0.19331 -0.22109 0.18180
C -0.60622 -1.35368 -0.45084
C -0.10522 -2.62790 -0.07028
C 0.95930 -2.54685 0.83219
N 1.43343 -1.39372 1.34458
C 0.86072 -0.21538 1.08905
Cl 1.67417 1.23148 1.60666
H -1.10245 3.01597 0.81956
H -2.43152 2.34103 0.74053
H -1.48216 -1.35861 -1.12006
H -0.40450 -3.60688 -0.50535
H 1.61756 -3.45229 1.01800
Br 2.70413 1.52051 -2.27295
H 1.53302 1.82379 -1.55229

Summary:
SMILES string ... NS(=O)(=O)c1cccnc1Cl.Br
Highest occupied orbital energy ... -10.05 eV
Total charge ... 0
E ... -3886.472805 Ha
2S+1 ... 1
E_LUMO ... -0.0050 hartree

Atom charges from the natural (NBO) analysis, given in e for atoms 1 to 8: -0.9830 2.2336 -0.9332 -0.9320 -0.3654 -0.1416 -0.2459 0.0616

Record 9
Density functional theory data (ωB97M-V/def2-TZVPD) for an isolated ion of composition C5H6BrN2O2 and charge +1 in a non-equilibrium geometry.

Cartesian coordinates (Å):
O -0.53973 -1.38712 -3.37689
C -0.29097 -1.06216 -2.07961
O -0.16054 -2.23240 -1.15072
C -0.18811 0.49685 -1.58153
N 0.00017 0.50312 -0.08045
C -1.12007 1.01842 0.80709
N -0.66042 0.88518 2.24229
C 0.74857 0.27334 2.21387
Br 1.97237 -0.22997 3.71329
C 1.23054 0.03499 0.66494
H 0.72856 -2.67524 -1.28313
H 0.62699 1.13977 -2.12355
H -1.23052 1.01418 -1.80589
H -2.16886 1.46955 0.52561
H -1.15809 1.15005 3.12124
H 2.21013 -0.39855 0.19346

Summary:
SMILES string ... O=C(O)Cn1c[nH+]c(Br)c1
Highest occupied orbital energy ... -13.50 eV
Total charge ... +1
E ... -3027.648227 Ha
2S+1 ... 1
E_LUMO ... -0.1755 hartree

Atom charges from the natural (NBO) analysis, given in e for atoms 1 to 8: -0.4738 0.7299 -0.7267 -0.3265 -0.3469 0.2399 -0.5383 0.0678

Record 10
Density functional theory data (ωB97M-V/def2-TZVPD) for an isolated molecule of C5H6BrN3O2 in a non-equilibrium geometry.

Cartesian coordinates (Å):
C 1.39873 -0.98524 0.02064
C 0.16107 -0.60387 0.76623
O -0.36922 -1.23502 1.65049
N -0.50563 0.48746 0.21918
C -1.80248 0.71760 0.60919
N -2.13946 2.08647 0.97859
N -3.24454 2.45912 0.64789
C -3.90045 1.49434 -0.06553
O -5.06436 1.63598 -0.36920
C -2.92302 0.32302 -0.33352
Br -3.86530 -1.24409 -0.04816
H 1.86308 -0.08259 -0.26288
H 1.83336 -1.52006 0.85255
H 0.98349 -1.59290 -0.86729
H -0.11893 0.82094 -0.63392
H -1.87474 0.02468 1.47160
H -2.55084 0.60613 -1.37291

Summary:
SMILES string ... CC(=O)N[C@H]1N=NC(=O)[C@@H]1Br
Highest occupied orbital energy ... -9.55 eV
Total charge ... 0
E ... -3082.825025 Ha
2S+1 ... 1
E_LUMO ... -0.0314 hartree

Atom charges from the natural (NBO) analysis, given in e for atoms 1 to 8: -0.7137 0.7019 -0.5944 -0.6243 -0.0413 -0.0304 -0.1846 0.6034